Record 1
{
  "formula": "C8H12NO2P",
  "method": "ωB97M-V/def2-TZVPD",
  "e_lumo_ev": 0.84,
  "homo_ev": -8.45,
  "homo_lumo_gap_ev": 9.295,
  "mol_weight_da": 185.2,
  "e_above_lowest_kj_mol": 0.00,
  "species": ["C", "C", "N", "C", "C", "C", "C", "C", "C", "P", "O", "O", "H", "H", "H", "H", "H", "H", "H", "H", "H", "H", "H", "H"],
  "xyz": [[1.3233, 1.3849, -0.7106], [0.8986, 0.2805, 0.2426], [1.2312, 0.6967, 1.6123], [-0.5320, -0.1679, 0.0836], [-1.4168, 0.4022, -0.8240], [-2.7196, -0.0557, -0.9224], [-3.1637, -1.0895, -0.1179], [-2.2901, -1.6711, 0.7851], [-0.9895, -1.2147, 0.8805], [2.0072, -1.2548, 0.0505], [3.4775, -0.5283, 0.1064], [1.8714, -1.3592, -1.5657], [2.3677, 1.6302, -0.5320], [1.2158, 1.0565, -1.7401], [0.7281, 2.2833, -0.5480], [0.8242, 1.6075, 1.8090], [0.8357, 0.0412, 2.2804], [-1.0981, 1.2073, -1.4665], [-3.3914, 0.4009, -1.6354], [-4.1810, -1.4437, -0.1970], [-2.6207, -2.4853, 1.4134], [-0.3109, -1.6885, 1.5778], [3.6280, -0.1578, 0.9775], [2.2578, -2.1631, -1.9160]],
  "forces_ev_per_angstrom": [[0.085, -0.235, 0.108], [0.410, -0.277, -0.067], [0.022, 0.001, 0.258], [-0.083, 0.016, -0.025], [0.078, -0.019, -0.015], [-0.121, 0.029, -0.054], [-0.076, -0.029, -0.023], [-0.055, -0.080, 0.062], [-0.034, -0.010, 0.043], [-0.179, 0.477, 0.129], [0.121, -0.112, -0.290], [-0.062, 0.048, -0.340], [0.020, 0.011, -0.035], [-0.018, 0.084, -0.109], [-0.100, 0.082, -0.008], [0.028, -0.080, 0.012], [-0.005, 0.162, 0.012], [0.071, 0.078, -0.056], [-0.051, 0.031, -0.041], [-0.075, -0.025, -0.008], [-0.030, -0.063, 0.046], [-0.013, -0.058, 0.067], [0.065, 0.181, 0.393], [0.001, -0.213, -0.060]],
  "mulliken_charge": [-1.975, 1.573, -0.662, 0.042, -0.299, -0.742, -0.389, -0.802, -0.386, 0.283, -0.505, -0.477, 0.385, 0.406, 0.511, 0.287, 0.265, 0.345, 0.376, 0.389, 0.373, 0.374, 0.312, 0.316]
}

=====

Record 2
{
  "formula": "C8H12NO2P",
  "method": "ωB97M-V/def2-TZVPD",
  "e_lumo_ev": [-0.53, -0.11],
  "homo_ev": [-7.05, -7.23],
  "homo_lumo_gap_ev": [6.521, 7.117],
  "mol_weight_da": 185.2,
  "e_above_lowest_kj_mol": 374.63,
  "species": ["C", "C", "C", "C", "C", "C", "C", "C", "N", "O", "O", "P", "H", "H", "H", "H", "H", "H", "H", "H", "H", "H", "H", "H"],
  "xyz": [[3.5782, -0.2358, -0.5070], [2.9382, -1.2528, 0.1710], [2.8889, 0.9830, -0.6644], [1.6351, -1.0832, 0.8504], [1.6815, 1.0989, -0.0856], [0.9968, 0.1066, 0.6166], [-0.2809, 0.4013, 1.1610], [-1.8700, 0.4662, -0.9764], [-2.8437, 1.3574, -1.0917], [-2.8938, -0.1418, 1.5470], [-3.3993, -1.6958, -0.2830], [-2.2265, -0.7374, 0.3759], [4.5036, -0.3553, -1.0372], [3.4179, -2.2133, 0.2766], [3.2456, 1.8333, -1.2941], [1.1075, -1.8971, 1.1916], [1.1086, 2.0121, -0.3418], [-0.7386, -0.0965, 1.9516], [-0.5196, 1.4141, 1.1656], [-0.9146, 0.7761, -1.3904], [-3.6812, 1.0038, -0.7175], [-3.6565, -2.3222, 0.3771], [-2.8356, 2.2892, -1.4541], [-1.2415, -1.7107, 0.1589]],
  "forces_ev_per_angstrom": [[-0.800, 0.350, -0.228], [-1.529, -0.137, 1.654], [1.146, 0.097, -0.679], [3.677, 0.949, -3.538], [-1.794, 1.874, -0.889], [0.309, -0.073, 0.998], [-0.972, 0.122, -1.817], [0.518, 0.336, 1.303], [0.297, -0.612, -0.155], [-0.296, -0.048, 0.785], [0.405, 0.790, -1.237], [0.813, 0.107, -1.910], [0.376, -0.373, 0.119], [0.122, -0.148, -0.078], [0.000, -0.966, 0.671], [-0.773, -1.767, 1.261], [0.311, -0.388, 0.512], [0.080, -0.896, 1.479], [-0.472, 1.708, 0.169], [0.034, -0.781, -0.041], [-1.573, 0.310, 0.494], [-0.590, -0.604, 0.676], [0.383, 0.158, -0.182], [0.327, -0.010, 0.633]],
  "mulliken_charge": [-0.482, -0.460, -0.423, -0.582, -0.266, 1.342, -2.353, -0.236, -0.270, -0.658, -0.524, 0.691, 0.376, 0.354, 0.305, 0.468, 0.273, 0.773, 0.465, 0.461, 0.205, 0.320, 0.225, -0.005]
}